(1)
{
  "formula": "C4H12N2",
  "method": "ωB97M-V/def2-TZVPD",
  "relative_energy_ev": 1.303,
  "smiles": "CCCNCN",
  "orbital_gap_ev": 9.46,
  "fmax_ev_per_a": 2.85,
  "total_charge": 0,
  "e_tot_ev": -7321.7262,
  "spin_multiplicity": 1,
  "symbols": ["H", "N", "H", "H", "H", "H", "C", "H", "H", "C", "H", "H", "C", "C", "H", "N", "H", "H"],
  "coordinates": [[2.262, 0.361, -0.015], [-0.023, 0.730, 0.805], [-1.590, -0.538, 1.161], [-0.821, -0.583, -3.117], [-0.866, 0.876, -2.168], [0.748, -1.107, 1.342], [-0.963, -0.811, -0.997], [0.950, 0.154, 2.554], [0.259, 1.463, 0.169], [1.042, -0.055, 1.487], [-1.365, -1.831, -0.996], [-2.049, 0.553, 0.181], [-1.124, -0.049, 0.285], [-1.372, -0.091, -2.317], [2.918, 0.890, 1.457], [2.348, 0.218, 0.984], [-2.437, 0.001, -2.477], [0.100, -1.052, -1.126]],
  "forces_ev_per_angstrom": [[0.59, 0.17, 0.19], [-0.42, -0.11, -0.14], [0.90, -1.11, -0.40], [-0.52, -0.01, -0.31], [-0.64, 0.21, -0.62], [0.36, 0.11, 0.04], [0.71, -1.60, -1.15], [0.44, -0.06, 0.08], [0.49, -0.14, 0.20], [-1.29, 0.55, -0.33], [-0.52, 0.21, 0.35], [0.65, 0.79, -0.50], [-2.32, 0.91, 1.39], [1.70, 0.21, 1.63], [-0.15, 0.38, 0.04], [-0.01, -0.79, -0.51], [-0.10, 0.06, -0.10], [0.14, 0.24, 0.13]],
  "nbo_charge": [0.36, -0.67, 0.21, 0.21, 0.19, 0.16, -0.43, 0.18, 0.36, -0.04, 0.21, 0.20, -0.26, -0.60, 0.37, -0.85, 0.21, 0.19]
}


(2)
{
  "formula": "C4H12N2",
  "method": "ωB97M-V/def2-TZVPD",
  "relative_energy_ev": 2.712,
  "orbital_gap_ev": [5.32, 3.15],
  "fmax_ev_per_a": 1.80,
  "total_charge": 1,
  "e_tot_ev": -7311.7322,
  "spin_multiplicity": 2,
  "symbols": ["C", "C", "H", "H", "H", "H", "N", "N", "C", "H", "H", "H", "H", "C", "H", "H", "H", "H"],
  "coordinates": [[2.146, 2.269, 0.783], [1.139, 0.102, 1.191], [1.708, 2.677, 1.705], [0.334, 0.221, 0.442], [-2.807, -2.741, 0.078], [-1.205, -2.208, -0.609], [2.330, 0.828, 0.802], [-2.829, -1.051, -1.185], [-2.271, -2.355, -0.777], [3.075, 0.554, 1.426], [-1.193, -0.043, -1.550], [-2.530, 0.252, -2.822], [3.112, 2.770, 0.695], [-2.227, -0.222, -1.896], [-2.368, -3.066, -1.592], [1.504, 2.555, -0.057], [1.365, -0.959, 1.218], [0.717, 0.417, 2.148]],
  "forces_ev_per_angstrom": [[0.19, 0.20, 0.30], [-0.10, 0.02, -0.38], [-0.21, -0.13, 0.01], [0.20, 0.18, 0.01], [0.10, 0.11, 0.24], [0.14, 0.11, 0.26], [-0.36, -0.13, -0.11], [0.86, -0.96, -1.25], [-0.83, 0.05, 0.69], [0.17, 0.15, -0.03], [0.03, 0.26, -0.17], [-0.73, 0.37, 0.11], [-0.08, -0.12, -0.31], [0.68, -0.06, 0.52], [-0.18, 0.14, -0.36], [0.17, -0.01, 0.09], [0.04, -0.19, 0.18], [-0.08, 0.01, 0.20]],
  "nbo_charge": [-0.42, -0.40, 0.17, 0.13, 0.26, 0.27, -0.62, 0.02, -0.46, 0.36, 0.26, 0.28, 0.22, 0.08, 0.27, 0.18, 0.20, 0.18]
}